28
Properties=species:S:1:pos:R:3:nbo_charge:R:1 method="wB97M-V/def2-TZVPD" energy_ha=-676.4797 spin_multiplicity=1 homo_lumo_gap_ev=9.59 de_lowest_ev=2.694
C 2.5668 1.0196 -1.7961 -0.399
N 1.7843 0.2862 -0.7668 -1.089
Si 2.2683 0.2446 0.8781 1.711
C 1.9086 -1.2902 2.0173 -1.097
N 3.9619 0.4700 0.8070 -1.332
H 2.3174 2.0977 -1.5916 0.194
H 3.5821 0.8840 -1.5933 0.166
H 2.5594 0.7802 -2.8205 0.206
H 1.3914 -0.5663 -1.0835 0.385
H 1.3646 1.3885 1.4693 -0.249
H 2.3161 -2.0948 1.4732 0.230
H 2.4436 -1.1244 2.9787 0.242
H 0.8796 -1.2684 2.3544 0.235
H 4.4714 0.2633 -0.0037 0.392
H 4.4758 1.0365 1.5335 0.404
C -3.4354 -0.2498 -1.5809 -0.186
C -2.5861 -1.1029 -1.0582 -0.191
C -2.0511 -0.7686 0.2885 -0.468
C -3.0478 0.2312 0.7351 -0.383
C -3.6744 0.7474 -0.5716 -0.438
H -3.9275 -0.3756 -2.5697 0.219
H -2.3435 -1.9990 -1.5784 0.195
H -1.0381 -0.4714 0.3166 0.218
H -1.8988 -1.6100 0.9862 0.211
H -2.6266 1.1411 1.2886 0.214
H -3.9029 -0.2353 1.3217 0.203
H -4.6713 0.9615 -0.5096 0.207
H -3.0875 1.6050 -0.9245 0.199

24
Properties=species:S:1:pos:R:3:nbo_charge:R:1 method="wB97M-V/def2-TZVPD" energy_ha=-611.4888 spin_multiplicity=1 homo_lumo_gap_ev=11.37 de_lowest_ev=2.552
O 1.0378 -0.0296 0.4927 -0.973
H 1.3735 -0.7554 1.0307 0.488
H 0.5059 0.4903 1.1057 0.476
O -4.4026 -1.5357 0.9050 -0.942
H -3.5237 -1.1751 0.7423 0.476
H -4.9254 -0.7698 1.1678 0.466
O 3.5055 -1.2084 -1.4604 -0.955
H 2.7858 -0.9044 -0.8960 0.482
H 3.2706 -0.8818 -2.3363 0.474
O -3.4073 2.0139 -0.4122 -0.938
H -3.9909 2.3920 -1.0796 0.470
H -3.3385 2.7040 0.2572 0.469
O -1.1696 -2.6694 -1.1166 -0.943
H -1.5494 -2.0568 -1.7564 0.474
H -1.3818 -3.5402 -1.4712 0.469
O 1.8848 1.8514 4.0307 -0.935
H 1.2347 1.8161 4.7414 0.466
H 2.2352 2.7480 4.0777 0.469
O 1.2029 3.0899 -2.7289 -0.930
H 0.8562 3.8399 -3.2252 0.465
H 1.7064 2.5897 -3.3809 0.466
O 2.0955 -2.7027 0.8259 -0.957
H 2.7129 -2.4180 0.1427 0.481
H 1.2816 -2.8881 0.3440 0.483

11
Properties=species:S:1:pos:R:3:nbo_charge:R:1 method="wB97M-V/def2-TZVPD" charge=+1 energy_ha=-189.6445 spin_multiplicity=1 homo_lumo_gap_ev=11.02 de_lowest_ev=0.976
C 0.3823 0.7932 1.3681 -0.471
N -0.4316 0.0445 0.3849 -0.534
C 0.1799 -0.1583 -0.8450 0.415
N -0.3685 -0.9396 -1.7413 -0.689
H 1.0817 1.6562 1.1188 0.257
H 1.0034 0.0774 1.8833 0.223
H -0.2333 1.0152 2.2736 0.253
H -1.4072 -0.2960 0.6377 0.448
H 1.1430 0.1547 -0.8988 0.223
H -1.3314 -1.2349 -1.5080 0.424
H -0.0184 -1.1123 -2.6732 0.452

111
Properties=species:S:1:pos:R:3:mulliken_charge:R:1 method="wB97M-V/def2-TZVPD" energy_ha=-3501.8668 spin_multiplicity=1 homo_lumo_gap_ev=9.80 de_lowest_ev=0.000
O -0.0234 -3.9966 0.9752 -0.606
S -0.0465 -4.6794 -0.3304 1.057
O 0.7156 -4.1709 -1.4432 -0.530
O 0.3447 -6.3004 -0.1055 -0.383
C 0.5225 -7.0932 -1.2944 -0.172
C 0.0046 -8.5222 -1.1149 -1.201
C -1.8368 -4.8599 -0.7418 -0.317
H 1.5851 -6.9659 -1.5014 0.334
H 0.0135 -6.5870 -2.1147 0.338
H 0.3072 -9.0605 -0.2167 0.311
H 0.2781 -9.1536 -1.9603 0.365
H -1.0844 -8.4768 -1.1048 0.279
H -2.0569 -3.8387 -1.0532 -0.213
H -2.3337 -5.1378 0.1877 0.346
H -1.9933 -5.5825 -1.5427 0.357
O -1.5874 1.0326 -0.7461 -0.406
S -1.1834 -0.1923 -0.0626 0.981
O -1.8936 -1.4601 -0.2631 -0.784
O 0.4676 -0.4802 -0.3052 0.327
C 1.4196 0.5244 -0.1913 0.618
C 2.4734 0.1991 0.7861 -1.393
C -1.0661 0.1484 1.8440 -0.780
H 0.9441 1.4765 0.0445 0.218
H 1.9097 0.6277 -1.1593 -0.477
H 3.1273 -0.6032 0.4443 0.334
H 2.1576 -0.0664 1.7951 0.122
H 3.0226 1.1196 0.9838 0.349
H -0.5292 1.0942 1.9177 0.053
H -0.5291 -0.6810 2.3043 0.441
H -2.0071 0.3166 2.3678 0.314
O 0.7520 5.8386 2.7750 -0.647
S 0.4151 4.7900 1.8368 1.010
O 1.4446 3.9636 1.2619 -0.417
O -0.6382 3.7998 2.5894 -0.190
C -1.4528 4.2164 3.6399 -0.394
C -2.4982 3.1182 3.9880 -0.543
C -0.7570 5.4125 0.4884 -0.480
H -1.9900 5.0930 3.2778 0.369
H -0.8718 4.3739 4.5486 0.250
H -3.1864 2.9167 3.1671 0.075
H -3.1948 3.4934 4.7377 0.443
H -2.0755 2.1499 4.2559 -0.072
H -0.3165 6.1229 -0.2112 0.460
H -1.6298 5.7947 1.0178 0.313
H -1.0969 4.4678 0.0641 -0.190
C 4.5556 4.2657 -1.8762 -0.801
O 3.6249 3.2639 -1.4666 -0.279
H 5.3309 3.7481 -2.4410 0.294
H 4.1000 4.9623 -2.5799 0.275
H 4.9740 4.8860 -1.0836 0.245
H 3.3332 2.8148 -2.2633 0.399
C 1.5768 2.3986 -3.5732 -0.595
O 2.8579 1.8331 -3.6851 -0.645
H 0.9547 2.1080 -4.4197 0.195
H 1.0715 1.9996 -2.6938 0.106
H 1.6558 3.4858 -3.5666 0.439
H 2.8473 0.8735 -3.6596 0.504
C 0.0913 0.0615 5.4228 -0.495
O 0.3188 -1.0331 4.6022 -0.471
H 0.4680 0.1365 6.4429 0.348
H 0.3817 0.9564 4.8724 0.209
H -0.9890 0.1538 5.5351 0.046
H 1.2530 -1.1340 4.4054 0.387
C -3.9078 2.8471 0.1032 0.359
O -5.1950 3.3745 0.3380 -0.572
H -3.1292 3.5673 0.3549 -0.039
H -3.7898 2.0577 0.8455 -0.055
H -3.7754 2.4393 -0.8989 0.035
H -5.6867 3.1663 -0.4598 0.349
C -4.5531 -0.7451 -2.0974 -0.132
O -3.8995 -1.9745 -2.1337 -0.546
H -3.9226 0.0498 -2.4956 -0.075
H -5.4659 -0.8947 -2.6741 0.348
H -4.8682 -0.5607 -1.0703 0.163
H -3.1227 -1.9286 -1.5715 0.322
C 3.2393 -2.3431 5.2093 -0.751
O 2.8784 -1.6210 4.0336 -0.488
H 3.7968 -3.2064 4.8460 0.370
H 3.8358 -1.7174 5.8732 0.232
H 2.4134 -2.8381 5.7201 0.285
H 2.9081 -2.2490 3.3081 0.307
C -0.6186 -1.6324 -3.4766 0.401
O 0.0076 -0.7912 -4.5326 -0.671
H 0.0991 -1.7861 -2.6707 -0.321
H -1.3112 -0.9525 -2.9804 -0.082
H -1.1036 -2.5516 -3.8051 0.178
H -0.6245 -0.1153 -4.7881 0.429
C -4.3649 -0.3860 4.5141 -0.309
O -3.9024 -0.6545 5.8058 -0.519
H -4.2215 -1.2805 3.9080 0.213
H -5.4317 -0.1998 4.6382 0.410
H -3.9533 0.5384 4.1089 -0.073
H -4.5818 -1.2017 6.2064 0.310
C 5.7453 0.5439 -2.0610 -0.193
O 6.6074 -0.5398 -2.4372 -0.550
H 4.9537 0.2502 -1.3717 0.025
H 6.2256 1.3468 -1.5017 0.420
H 5.2695 0.9530 -2.9522 0.033
H 7.1790 -0.7649 -1.6996 0.298
C 3.1234 -2.2365 -3.1189 -0.376
O 2.5385 -0.9347 -3.2929 -0.508
H 3.7135 -2.5956 -3.9620 0.271
H 3.7588 -2.2991 -2.2355 0.245
H 2.2144 -2.8077 -2.9305 0.050
H 1.6485 -1.0689 -3.6266 0.388
C -2.4011 2.4049 -3.8492 -0.471
O -1.8986 1.4168 -4.7758 -0.538
H -3.1977 3.0389 -4.2385 0.355
H -2.6297 1.9140 -2.9032 -0.121
H -1.6310 3.1204 -3.5609 0.269
H -1.4015 1.8865 -5.4494 0.293

Repeat the second record exactly.
24
Properties=species:S:1:pos:R:3:nbo_charge:R:1 method="wB97M-V/def2-TZVPD" energy_ha=-611.4888 spin_multiplicity=1 homo_lumo_gap_ev=11.37 de_lowest_ev=2.552
O 1.0378 -0.0296 0.4927 -0.973
H 1.3735 -0.7554 1.0307 0.488
H 0.5059 0.4903 1.1057 0.476
O -4.4026 -1.5357 0.9050 -0.942
H -3.5237 -1.1751 0.7423 0.476
H -4.9254 -0.7698 1.1678 0.466
O 3.5055 -1.2084 -1.4604 -0.955
H 2.7858 -0.9044 -0.8960 0.482
H 3.2706 -0.8818 -2.3363 0.474
O -3.4073 2.0139 -0.4122 -0.938
H -3.9909 2.3920 -1.0796 0.470
H -3.3385 2.7040 0.2572 0.469
O -1.1696 -2.6694 -1.1166 -0.943
H -1.5494 -2.0568 -1.7564 0.474
H -1.3818 -3.5402 -1.4712 0.469
O 1.8848 1.8514 4.0307 -0.935
H 1.2347 1.8161 4.7414 0.466
H 2.2352 2.7480 4.0777 0.469
O 1.2029 3.0899 -2.7289 -0.930
H 0.8562 3.8399 -3.2252 0.465
H 1.7064 2.5897 -3.3809 0.466
O 2.0955 -2.7027 0.8259 -0.957
H 2.7129 -2.4180 0.1427 0.481
H 1.2816 -2.8881 0.3440 0.483